{
  "formula": "C67H145N7O11",
  "method": "ωB97M-V/def2-TZVPD",
  "species": ["C", "C", "C", "C", "C", "C", "C", "C", "C", "N", "O", "H", "H", "H", "H", "H", "H", "H", "H", "H", "H", "H", "H", "H", "H", "H", "H", "H", "H", "H", "C", "C", "C", "C", "C", "C", "C", "C", "C", "N", "O", "H", "H", "H", "H", "H", "H", "H", "H", "H", "H", "H", "H", "H", "H", "H", "H", "H", "H", "H", "C", "C", "C", "C", "C", "C", "C", "C", "C", "N", "O", "H", "H", "H", "H", "H", "H", "H", "H", "H", "H", "H", "H", "H", "H", "H", "H", "H", "H", "H", "C", "C", "C", "C", "C", "C", "C", "C", "C", "N", "O", "H", "H", "H", "H", "H", "H", "H", "H", "H", "H", "H", "H", "H", "H", "H", "H", "H", "H", "H", "C", "C", "C", "C", "C", "C", "C", "C", "C", "N", "O", "H", "H", "H", "H", "H", "H", "H", "H", "H", "H", "H", "H", "H", "H", "H", "H", "H", "H", "H", "C", "C", "C", "C", "C", "C", "C", "C", "C", "N", "O", "H", "H", "H", "H", "H", "H", "H", "H", "H", "H", "H", "H", "H", "H", "H", "H", "H", "H", "H", "C", "C", "C", "C", "C", "C", "C", "C", "C", "N", "O", "H", "H", "H", "H", "H", "H", "H", "H", "H", "H", "H", "H", "H", "H", "H", "H", "H", "H", "H", "O", "C", "C", "O", "H", "H", "H", "H", "H", "H", "O", "C", "C", "O", "H", "H", "H", "H", "H", "H"],
  "coordinates": [[15.97, -6.86, 8.27], [16.00, -5.39, 8.05], [16.06, -5.12, 6.49], [14.71, -4.69, 8.57], [14.72, -4.38, 10.08], [16.00, -3.47, 10.33], [17.31, -4.10, 9.99], [18.30, -2.90, 10.06], [17.58, -5.18, 11.08], [17.24, -4.73, 8.66], [18.48, -5.31, 8.27], [15.10, -7.31, 7.81], [16.87, -7.36, 7.92], [15.91, -7.14, 9.33], [16.54, -4.21, 6.14], [16.75, -5.85, 6.05], [15.08, -5.23, 6.01], [14.42, -3.92, 7.85], [13.90, -5.37, 8.30], [13.81, -3.88, 10.42], [14.83, -5.23, 10.76], [15.95, -3.17, 11.38], [15.81, -2.60, 9.71], [18.06, -2.18, 10.85], [18.33, -2.31, 9.15], [19.33, -3.23, 10.17], [17.94, -4.89, 12.07], [18.46, -5.80, 10.95], [16.78, -5.91, 11.18], [18.82, -4.68, 7.63], [21.10, -12.92, -0.98], [21.07, -11.63, -0.14], [19.74, -11.32, 0.54], [22.08, -11.78, 1.04], [22.66, -10.54, 1.74], [22.98, -9.38, 0.71], [21.95, -9.12, -0.49], [20.90, -8.26, 0.13], [22.89, -8.41, -1.51], [21.45, -10.43, -0.99], [20.75, -10.29, -2.14], [22.17, -13.16, -1.01], [20.48, -13.72, -0.57], [20.64, -12.86, -1.96], [18.91, -11.34, -0.17], [19.48, -12.08, 1.28], [19.73, -10.35, 1.03], [21.50, -12.18, 1.87], [22.77, -12.62, 0.94], [21.89, -10.15, 2.40], [23.48, -10.70, 2.44], [24.00, -9.43, 0.34], [23.05, -8.54, 1.40], [21.21, -7.22, 0.09], [20.54, -8.36, 1.15], [19.97, -8.42, -0.43], [23.09, -7.38, -1.21], [22.53, -8.44, -2.54], [23.82, -8.96, -1.66], [21.40, -10.06, -2.80], [13.06, -4.53, -1.78], [12.19, -5.68, -2.26], [11.30, -5.95, -1.02], [11.30, -5.30, -3.47], [11.90, -5.51, -4.94], [12.51, -6.93, -5.08], [13.38, -7.40, -3.90], [13.47, -8.95, -3.99], [14.75, -6.69, -4.13], [12.88, -6.96, -2.57], [13.56, -7.42, -1.46], [12.46, -3.69, -1.42], [13.69, -4.85, -0.95], [13.71, -4.10, -2.54], [11.60, -6.84, -0.48], [11.27, -5.22, -0.21], [10.27, -6.10, -1.34], [10.23, -5.48, -3.37], [11.34, -4.21, -3.45], [11.35, -5.30, -5.86], [12.79, -4.91, -5.11], [13.16, -6.81, -5.94], [11.71, -7.63, -5.29], [12.63, -9.51, -3.57], [14.33, -9.32, -3.43], [13.60, -9.42, -4.96], [15.38, -6.91, -3.27], [14.66, -5.60, -4.14], [15.15, -6.97, -5.11], [14.30, -6.81, -1.44], [16.63, -18.65, 9.60], [16.90, -17.06, 9.44], [17.91, -16.82, 8.23], [15.49, -16.49, 9.22], [15.33, -14.96, 9.21], [15.91, -14.58, 10.62], [17.35, -15.09, 10.96], [18.37, -14.20, 10.16], [17.67, -14.80, 12.46], [17.38, -16.57, 10.74], [18.64, -17.18, 11.08], [15.76, -18.87, 10.22], [16.33, -18.96, 8.60], [17.54, -19.17, 9.90], [17.65, -17.52, 7.43], [17.73, -15.86, 7.74], [18.91, -17.05, 8.57], [15.19, -16.78, 8.21], [14.84, -16.95, 9.96], [15.82, -14.50, 8.35], [14.29, -14.63, 9.23], [15.30, -14.96, 11.44], [15.90, -13.49, 10.59], [18.17, -13.24, 10.64], [18.05, -14.16, 9.12], [19.42, -14.43, 10.37], [17.15, -15.46, 13.15], [17.55, -13.77, 12.77], [18.75, -14.90, 12.63], [19.21, -16.67, 10.50], [14.36, -19.98, 1.88], [14.44, -18.91, 0.65], [14.96, -17.49, 1.11], [15.60, -19.54, -0.21], [15.41, -19.25, -1.78], [13.98, -19.25, -2.26], [12.94, -18.42, -1.45], [13.16, -16.86, -1.62], [11.53, -18.82, -1.98], [13.16, -18.94, -0.09], [12.16, -18.51, 0.76], [13.64, -19.71, 2.66], [14.05, -20.99, 1.63], [15.30, -19.96, 2.42], [14.01, -17.18, 1.53], [15.63, -17.50, 1.97], [15.51, -16.92, 0.37], [16.56, -19.08, 0.03], [15.68, -20.60, 0.03], [15.71, -18.24, -2.06], [16.14, -19.84, -2.33], [13.57, -20.26, -2.18], [13.99, -19.06, -3.33], [14.21, -16.60, -1.58], [12.51, -16.31, -0.93], [12.79, -16.55, -2.59], [11.15, -18.27, -2.84], [10.70, -18.70, -1.28], [11.33, -19.87, -2.17], [11.65, -19.32, 0.81], [1.73, -5.20, 4.50], [1.08, -6.19, 3.47], [-0.49, -6.44, 4.07], [0.85, -5.51, 2.05], [0.73, -6.47, 0.83], [1.89, -7.41, 0.94], [1.98, -8.32, 2.25], [0.77, -9.27, 2.18], [3.23, -9.20, 2.28], [2.03, -7.41, 3.44], [2.22, -7.97, 4.69], [1.55, -5.49, 5.53], [2.79, -5.26, 4.25], [1.33, -4.20, 4.33], [-1.15, -6.61, 3.22], [-0.39, -7.19, 4.85], [-0.80, -5.47, 4.47], [0.03, -4.80, 2.05], [1.62, -4.76, 1.88], [-0.19, -7.06, 0.89], [0.84, -5.78, -0.01], [2.80, -6.82, 0.81], [2.02, -7.93, -0.01], [-0.21, -8.85, 2.38], [0.96, -10.01, 2.96], [0.70, -9.83, 1.25], [3.34, -9.78, 3.20], [4.10, -8.57, 2.43], [3.35, -9.76, 1.35], [3.10, -7.65, 4.85], [2.97, -14.17, -5.34], [3.52, -12.79, -5.39], [2.40, -11.74, -5.22], [4.49, -12.58, -4.24], [5.95, -13.14, -4.43], [6.49, -12.56, -5.72], [5.65, -12.87, -6.99], [6.17, -11.94, -8.03], [5.87, -14.36, -7.41], [4.23, -12.48, -6.68], [3.44, -12.55, -7.83], [3.76, -14.92, -5.42], [2.32, -14.33, -4.47], [2.41, -14.44, -6.23], [2.62, -10.69, -5.45], [1.58, -11.95, -5.91], [1.88, -11.73, -4.27], [4.47, -11.54, -3.90], [3.96, -12.99, -3.38], [6.52, -12.88, -3.54], [5.95, -14.23, -4.49], [7.49, -12.93, -5.94], [6.62, -11.48, -5.64], [5.70, -12.17, -8.98], [7.26, -11.97, -8.13], [5.96, -10.87, -8.01], [5.84, -15.06, -6.57], [6.86, -14.42, -7.86], [5.10, -14.75, -8.07], [3.37, -13.51, -7.79], [10.07, -11.24, 3.85], [10.94, -11.69, 2.69], [12.37, -11.66, 3.14], [12.79, -10.31, 3.18], [10.48, -10.62, 4.46], [10.77, -12.71, 2.33], [10.63, -11.15, 1.79], [13.14, -12.12, 2.52], [12.53, -11.93, 4.18], [12.53, -9.87, 2.37], [4.70, -14.91, 4.56], [6.06, -15.01, 5.10], [6.02, -14.58, 6.59], [6.00, -13.17, 6.74], [4.42, -14.00, 4.67], [6.38, -16.04, 4.95], [6.81, -14.64, 4.40], [6.98, -14.74, 7.09], [5.17, -15.11, 7.03], [6.66, -12.88, 6.11]],
  "e_lumo_ev": 0.141,
  "charge": 0,
  "fmax_ev_per_a": 4.50,
  "relative_energy_kcal_mol": 188.6
}